No. 1
# C69H159N9O12

12 unconnected molecules or ions with the total composition C69H159N9O12 in a non-equilibrium geometry (ωB97M-V with the def2-TZVPD basis set, the Open Molecules 2025 dataset).

Geometry (Å):
C: -1.704 0.733 5.291
C: -1.858 -0.713 5.808
C: -1.729 -0.746 7.315
C: -2.989 -0.269 8.053
C: -4.223 -0.946 7.483
C: -4.355 -0.944 5.958
N: -3.077 -1.334 5.397
O: -3.116 -1.530 4.023
C: -5.440 -1.964 5.607
C: -4.837 0.467 5.495
C: -0.706 -1.540 5.266
H: -0.674 0.970 4.989
H: -1.943 1.494 6.045
H: -2.325 0.943 4.416
H: -1.490 -1.764 7.651
H: -0.859 -0.138 7.592
H: -3.081 0.828 8.068
H: -2.916 -0.511 9.121
H: -5.101 -0.467 7.933
H: -4.194 -1.980 7.849
H: -5.525 -2.271 4.562
H: -5.229 -2.908 6.145
H: -6.439 -1.701 5.963
H: -4.801 0.510 4.406
H: -5.865 0.507 5.856
H: -4.263 1.301 5.886
H: 0.230 -1.178 5.700
H: -0.643 -1.476 4.179
H: -0.794 -2.599 5.527
H: -3.015 -2.499 3.921
C: 4.155 -4.198 2.051
C: 5.375 -3.272 2.164
C: 6.638 -4.100 2.126
C: 7.126 -4.393 0.714
C: 7.319 -3.092 -0.030
C: 6.019 -2.330 -0.166
N: 5.395 -2.231 1.168
O: 4.219 -1.356 1.197
C: 6.371 -0.913 -0.533
C: 5.072 -2.977 -1.208
C: 5.332 -2.603 3.529
H: 4.218 -4.839 1.177
H: 3.245 -3.588 2.011
H: 4.091 -4.775 2.972
H: 7.448 -3.609 2.683
H: 6.495 -5.045 2.664
H: 6.412 -5.060 0.208
H: 8.072 -4.947 0.719
H: 7.681 -3.294 -1.043
H: 8.078 -2.489 0.473
H: 6.949 -0.513 0.303
H: 6.904 -0.799 -1.481
H: 5.490 -0.265 -0.611
H: 4.377 -2.218 -1.561
H: 5.627 -3.356 -2.077
H: 4.573 -3.854 -0.800
H: 5.300 -3.329 4.348
H: 4.450 -1.962 3.598
H: 6.238 -2.018 3.692
H: 3.465 -1.923 0.895
C: 0.800 -0.447 1.937
C: -0.052 -1.081 0.837
C: -1.236 -0.228 0.479
C: -0.830 1.012 -0.306
C: -0.324 0.527 -1.637
C: 0.925 -0.312 -1.415
N: 0.700 -1.300 -0.378
O: 1.787 -2.288 -0.317
C: 1.132 -1.079 -2.708
C: 2.189 0.564 -1.218
C: -0.507 -2.412 1.302
H: 1.556 0.228 1.531
H: 1.347 -1.191 2.536
H: 0.171 0.072 2.675
H: -2.066 -0.814 0.058
H: -1.761 0.103 1.401
H: -0.063 1.564 0.255
H: -1.685 1.701 -0.341
H: -0.033 1.359 -2.282
H: -1.068 -0.126 -2.094
H: 0.237 -1.665 -2.952
H: 1.298 -0.371 -3.519
H: 2.003 -1.738 -2.683
H: 2.163 1.287 -0.384
H: 3.063 -0.059 -0.950
H: 2.465 1.099 -2.129
H: 0.296 -3.144 1.204
H: -1.304 -2.806 0.657
H: -0.868 -2.390 2.329
H: 1.514 -2.871 -1.049
C: -1.619 -3.966 -3.481
C: -2.836 -4.805 -3.149
C: -4.064 -3.976 -2.952
C: -4.553 -3.348 -4.219
C: -4.918 -4.445 -5.206
C: -3.797 -5.447 -5.413
N: -3.154 -5.768 -4.161
O: -2.112 -6.713 -4.332
C: -4.410 -6.746 -5.922
C: -2.849 -4.881 -6.448
C: -2.625 -5.572 -1.866
H: -1.674 -3.494 -4.466
H: -0.713 -4.580 -3.573
H: -1.452 -3.215 -2.701
H: -4.853 -4.477 -2.380
H: -3.785 -3.181 -2.230
H: -3.779 -2.706 -4.643
H: -5.458 -2.764 -4.033
H: -5.166 -3.960 -6.151
H: -5.809 -4.979 -4.857
H: -3.650 -7.458 -6.257
H: -4.980 -7.236 -5.128
H: -5.100 -6.574 -6.754
H: -1.880 -5.400 -6.341
H: -3.163 -5.026 -7.482
H: -2.584 -3.829 -6.305
H: -2.608 -4.899 -1.006
H: -1.699 -6.149 -1.843
H: -3.447 -6.286 -1.776
H: -2.477 -7.515 -3.934
C: 1.375 4.528 4.271
C: 1.280 5.691 3.269
C: 2.182 5.358 2.077
C: 1.521 4.416 1.040
C: 0.129 4.876 0.680
C: -0.753 5.147 1.892
N: -0.053 5.984 2.847
O: -0.890 6.306 3.958
C: -1.963 5.905 1.316
C: -1.299 3.845 2.463
C: 1.905 6.963 3.893
H: 0.834 4.793 5.187
H: 2.404 4.326 4.564
H: 0.905 3.639 3.857
H: 2.363 6.279 1.507
H: 3.136 4.916 2.345
H: 1.616 3.354 1.312
H: 2.217 4.515 0.188
H: -0.362 4.116 0.060
H: 0.174 5.775 0.055
H: -2.735 6.026 2.081
H: -1.654 6.892 0.961
H: -2.370 5.372 0.456
H: -1.826 4.142 3.373
H: -2.023 3.490 1.736
H: -0.548 3.106 2.718
H: 1.441 7.295 4.825
H: 1.808 7.768 3.157
H: 2.967 6.801 4.078
H: -1.084 7.247 3.853
C: -1.154 3.753 -3.462
C: -1.859 2.845 -4.443
C: -0.852 1.894 -5.029
C: -1.472 0.732 -5.787
C: -2.338 -0.044 -4.856
C: -3.376 0.812 -4.199
N: -2.852 2.100 -3.820
O: -3.741 2.897 -3.031
C: -4.532 1.005 -5.193
C: -3.920 0.144 -2.962
C: -2.431 3.723 -5.564
H: -0.157 3.998 -3.842
H: -0.885 3.147 -2.576
H: -1.750 4.597 -3.141
H: -0.189 2.437 -5.722
H: -0.132 1.577 -4.261
H: -0.596 0.119 -6.033
H: -1.971 1.074 -6.685
H: -1.745 -0.617 -4.131
H: -2.780 -0.839 -5.474
H: -5.385 1.524 -4.752
H: -4.205 1.586 -6.054
H: -4.893 0.048 -5.597
H: -3.220 0.179 -2.117
H: -4.881 0.541 -2.614
H: -4.151 -0.904 -3.183
H: -3.163 4.437 -5.158
H: -2.933 3.180 -6.366
H: -1.664 4.348 -6.041
H: -3.763 2.402 -2.194
C: 0.954 -5.942 -0.377
O: 1.095 -4.904 -1.419
H: 0.244 -6.697 -0.732
H: 1.934 -6.416 -0.246
H: 0.571 -5.521 0.552
H: 0.704 -5.223 -2.234
C: 3.432 -0.218 -7.445
O: 3.080 0.987 -6.820
H: 4.147 -0.807 -6.843
H: 2.522 -0.804 -7.547
H: 3.950 -0.059 -8.400
H: 3.858 1.296 -6.276
C: -3.022 -4.806 4.704
O: -2.798 -4.300 3.408
H: -2.678 -4.093 5.459
H: -4.076 -5.020 4.893
H: -2.393 -5.686 4.906
H: -2.933 -5.055 2.828
C: 5.011 2.358 1.615
C: 5.078 1.796 3.018
C: 3.727 1.388 3.580
O: 3.913 0.790 4.836
C: 2.687 0.293 5.406
N: 6.072 0.678 3.076
H: 4.527 1.637 0.941
H: 5.994 2.637 1.262
H: 4.340 3.232 1.605
H: 5.450 2.568 3.711
H: 3.210 0.711 2.875
H: 3.103 2.297 3.640
H: 2.331 -0.632 4.923
H: 1.860 1.026 5.357
H: 2.877 0.124 6.472
H: 5.816 -0.070 2.418
H: 5.870 0.260 3.993
C: 3.881 3.788 -4.519
C: 5.264 3.177 -4.440
C: 5.548 2.560 -3.133
O: 6.915 2.454 -3.079
C: 7.436 2.429 -1.771
N: 5.414 2.176 -5.532
H: 3.720 4.468 -3.681
H: 3.103 3.011 -4.441
H: 3.685 4.246 -5.489
H: 6.006 3.965 -4.615
H: 5.070 1.591 -2.967
H: 5.235 3.265 -2.345
H: 6.988 1.617 -1.183
H: 7.228 3.388 -1.263
H: 8.515 2.310 -1.759
H: 6.251 1.617 -5.407
H: 5.510 2.741 -6.377
C: -4.586 2.420 0.675
C: -5.797 3.096 1.348
C: -6.908 3.440 0.388
O: -6.486 4.250 -0.670
C: -6.069 5.478 -0.282
N: -6.350 2.246 2.428
H: -3.780 2.326 1.407
H: -4.183 3.012 -0.158
H: -4.880 1.421 0.333
H: -5.444 4.040 1.788
H: -7.658 3.979 0.993
H: -7.349 2.550 -0.062
H: -6.761 5.934 0.439
H: -6.008 6.093 -1.173
H: -5.068 5.449 0.173
H: -5.592 1.888 2.995
H: -6.826 1.458 1.988

HOMO	-7.58	eV
electronic energy	-4119.73516	Eh
SMILES	CC1(C)CCCC(C)(C)N1O.CC1(C)CCCC(C)(C)N1O.CC1(C)CCCC(C)(C)N1O.CC1(C)CCCC(C)(C)N1O.CC1(C)CCCC(C)(C)N1O.CC1(C)CCCC(C)(C)N1O.COC[C@H](C)N.COC[C@H](C)N.COC[C@H](C)N.CO.CO.CO
Kohn-Sham gap	7.748	eV
molecular weight	1307.1	g mol⁻¹
total charge	0
max |F|	2.68	eV/A

These are the Löwdin partial charges, in e, on atoms 1 to 4:
1 C -0.0147
2 C -0.5302
3 C -0.1352
4 C -0.1751


No. 2
# C4H9NO2

C4H9NO2 in the gas phase in a non-equilibrium geometry (ωB97M-V with the def2-TZVPD basis set, the Open Molecules 2025 dataset).

Geometry (Å):
C: 1.744 -0.537 0.601
C: 0.396 0.107 0.231
C: 0.304 0.851 -1.146
O: -0.629 1.954 -1.097
N: -0.641 -0.900 0.457
C: -1.956 -0.619 0.478
O: -2.449 0.481 0.273
H: 1.697 -0.987 1.606
H: 2.550 0.203 0.622
H: 2.023 -1.323 -0.109
H: 0.214 0.921 0.949
H: 1.320 1.255 -1.310
H: -0.241 0.513 -2.031
H: -1.428 1.529 -0.726
H: -0.361 -1.863 0.574
H: -2.585 -1.493 0.707

HOMO	-9.58	eV
electronic energy	-363.02629	Eh
SMILES	C[C@@H](CO)NC=O
Kohn-Sham gap	10.293	eV
molecular weight	103.1	g mol⁻¹
energy above the lowest of the compared OMol25 structures with the same formula, charge and spin	1.612	eV
total charge	0
max |F|	2.84	eV/A

These are the Löwdin partial charges, in e, on atoms 1 to 4:
1 C -0.0582
2 C -0.3240
3 C -0.1809
4 O -0.1207


No. 3
# C2H6OP2S3

C2H6OP2S3 in the gas phase in a non-equilibrium geometry (ωB97M-V with the def2-TZVPD basis set, the Open Molecules 2025 dataset).

Geometry (Å):
C: 0.331 -0.074 1.509
C: -1.482 1.189 -0.931
O: 0.391 -0.832 -0.953
P: -0.946 -0.399 -0.214
P: 1.561 -0.027 0.120
S: -2.210 -1.891 -0.201
S: 2.138 1.663 -0.549
S: 2.927 -1.598 0.268
H: 0.119 0.938 1.954
H: 0.215 -0.938 2.039
H: -1.400 0.998 -1.958
H: -2.582 1.363 -0.768
H: -0.828 1.906 -0.464
H: 1.767 -2.297 0.148

HOMO	-9.03	eV
electronic energy	-2032.37095	Eh
Kohn-Sham gap	9.036	eV
molecular weight	204.2	g mol⁻¹
energy above the lowest of the compared OMol25 structures with the same formula, charge and spin	0.392	eV
total charge	0
max |F|	6.00	eV/A

These are the Löwdin partial charges, in e, on atoms 1 to 4:
1 C -0.2767
2 C -0.2159
3 O -0.5959
4 P 0.2002


No. 4
# C4H8ClN2S

A molecular structure, C4H8ClN2S in a non-equilibrium geometry (ωB97M-V with the def2-TZVPD basis set, the Open Molecules 2025 dataset).

Geometry (Å):
C: 1.953 0.714 0.037
C: -1.250 -0.934 0.731
C: -2.240 -0.493 -0.100
C: 1.776 2.114 -0.116
N: 2.683 -0.158 -0.276
N: -3.420 -1.080 -0.350
S: 2.845 -1.808 0.055
Cl: 0.110 0.258 1.201
H: -1.184 -1.784 1.362
H: -1.954 0.187 -0.846
H: 2.599 2.703 -0.604
H: 1.797 2.650 0.841
H: 0.715 2.312 -0.640
H: -3.662 -1.955 0.246
H: -4.270 -0.628 -0.527
H: 3.503 -2.098 -1.013

HOMO	-12.35	eV
electronic energy	-1124.71630	Eh
Kohn-Sham gap	7.806	eV
molecular weight	151.6	g mol⁻¹
energy above the lowest of the compared OMol25 structures with the same formula, charge and spin	2.107	eV
total charge	+1
max |F|	5.06	eV/A

These are the Löwdin partial charges, in e, on atoms 1 to 4:
1 C -0.4264
2 C -0.3290
3 C -0.2725
4 C -0.0961


No. 5
# C4H4IN2O

A gas-phase ion, C4H4IN2O (charge +1) in a non-equilibrium geometry (ωB97M-V with the def2-TZVPD basis set, the Open Molecules 2025 dataset).

Geometry (Å):
C: -0.573 0.388 -0.152
C: 1.312 -0.942 0.191
C: -0.780 -0.102 -1.402
C: 1.076 -1.538 -1.294
N: 0.468 -0.030 0.610
N: 0.034 -1.037 -2.002
O: -0.186 -1.425 -3.140
I: 2.263 -2.987 -2.129
H: -1.256 1.113 0.263
H: 2.143 -1.319 0.757
H: -1.612 0.208 -2.020
H: 0.596 0.373 1.538

HOMO (alpha / beta)	-13.40 / -13.40	eV
electronic energy	-636.90279	Eh
SMILES	O=[n+]1cc[nH]cc1I
Kohn-Sham gap (alpha / beta)	8.043 / 8.044	eV
molecular weight	223.0	g mol⁻¹
energy above the lowest of the compared OMol25 structures with the same formula, charge and spin	0.000	eV
total charge	+1
max |F|	6.45	eV/A

These are the Löwdin partial charges, in e, on atoms 1 to 4:
1 C -0.0028
2 C 0.0544
3 C 0.0544
4 C -0.6189


No. 6
# F4Si

F4Si in the gas phase in a non-equilibrium geometry (ωB97M-V with the def2-TZVPD basis set, the Open Molecules 2025 dataset).

Geometry (Å):
F: -0.185 -0.923 -1.366
F: -1.433 0.594 0.436
F: 1.055 1.137 -0.319
F: 0.598 -0.791 1.250
Si: -0.034 -0.016 -0.001

HOMO	-15.17	eV
electronic energy	-689.23086	Eh
SMILES	F[Si](F)(F)F
Kohn-Sham gap	15.479	eV
molecular weight	104.1	g mol⁻¹
energy above the lowest of the compared OMol25 structures with the same formula, charge and spin	0.222	eV
total charge	0
max |F|	2.72	eV/A

These are the Löwdin partial charges, in e, on atoms 1 to 4:
1 F -0.0842
2 F -0.0384
3 F -0.0684
4 F -0.0530